Entry 1:
5 unconnected molecules or ions with the total composition C4H14O4. Source: OMol25; level of theory: ωB97M-V/def2-TZVPD.

Frontier orbital gap ... 3.86 eV

Each line ends with the natural charge from an NBO analysis.
Positions of all 22 atoms, in Å:
C (0.84610, 0.91763, -1.92658)  -0.4040
C (0.14289, 1.45361, 1.50036)  0.1059
C (0.08755, 0.45037, 2.51446)  -0.3075
O (-0.67775, -0.74033, 2.11008)  -0.6413
C (0.78068, 0.61387, -3.21330)  -0.3572
O (-1.77684, 0.15170, -0.36008)  -1.0071
H (0.41182, 0.24908, -1.17815)  0.2071
H (0.90786, 1.92542, -1.51944)  0.1587
H (-0.78596, 1.94279, 1.21626)  0.2336
H (0.98294, 2.14175, 1.53377)  0.2137
H (-0.44045, 0.67109, 3.45868)  0.3424
H (1.04175, 0.02307, 2.84713)  0.2518
H (-0.93685, -0.46587, 1.20200)  0.5059
H (0.45453, 1.26564, -4.01703)  0.1970
H (0.87949, -0.43016, -3.49376)  0.2009
H (-2.63052, 0.06637, 0.07460)  0.4669
H (-1.05024, -3.02648, -0.55025)  0.4501
H (-1.52070, -0.82240, -0.62904)  0.5195
O (-0.84437, -2.10626, -0.75171)  -1.1303
H (1.03216, -2.02110, 0.05129)  0.5106
H (1.36377, -0.69202, 0.60890)  0.4264
O (1.73215, -1.56778, 0.52182)  -0.9432

Forces on atoms 1 to 6 (eV/Å):
C -1.2 0.8 0.8
C -1.1 2.2 2.8
C 0.3 -3.9 -0.7
O 0.1 1.9 0.0
C -0.3 -0.7 -0.2
O 0.3 0.3 0.5


Entry 2:
3 unconnected molecules or ions with the total composition C4H14O4. Source: OMol25; level of theory: ωB97M-V/def2-TZVPD.

SMILES ... OCCCCO.O.O
Frontier orbital gap ... 10.51 eV

Each line ends with the natural charge from an NBO analysis.
Positions of all 22 atoms, in Å:
O (-1.59934, 0.72413, 0.00651)  -0.7555
C (-1.11711, 1.78316, -0.94087)  -0.0798
C (0.32248, 1.53152, -1.03804)  -0.4381
C (0.81072, 0.20027, -1.66764)  -0.4639
C (1.00976, -0.89531, -0.62660)  -0.0853
O (-0.14147, -1.65790, -0.36779)  -0.7609
H (-1.38972, -0.11638, -0.30410)  0.4624
H (-1.60542, 1.57948, -1.89513)  0.1678
H (-1.48729, 2.58828, -0.36599)  0.2109
H (0.82281, 2.41919, -1.54965)  0.2163
H (0.69337, 1.48976, 0.05347)  0.2294
H (1.78132, 0.27967, -2.26355)  0.2308
H (0.21984, -0.26780, -2.50127)  0.2074
H (0.93172, -0.42780, 0.44451)  0.2197
H (1.89137, -1.62462, -0.97429)  0.1797
H (-0.43091, -2.14386, -1.12273)  0.4760
O (-0.48840, -2.03917, 2.20008)  -0.9565
H (0.04307, -2.77680, 2.44849)  0.4596
H (-0.42253, -2.08919, 1.26317)  0.4818
O (0.29811, 0.62845, 3.23927)  -0.9563
H (-0.56000, 0.94952, 3.21168)  0.4721
H (0.41764, -0.13459, 2.75048)  0.4823

Forces on atoms 1 to 6 (eV/Å):
O -1.0 3.0 0.3
C -1.5 -4.1 1.0
C 3.0 1.5 0.5
C 0.8 -0.6 -1.4
C 1.0 -0.1 1.3
O -1.1 -0.8 -0.4


Entry 3:
4 unconnected molecules or ions with the total composition C4H14O4. Source: OMol25; level of theory: ωB97M-V/def2-TZVPD.

SMILES ... CC(C)C=O.O.O.O
Frontier orbital gap ... 9.81 eV

Each line ends with the natural charge from an NBO analysis.
Positions of all 22 atoms, in Å:
C (-0.28916, -1.31033, -0.51835)  -0.5985
C (1.02553, -1.12465, 0.33063)  -0.3276
C (2.26359, -1.52659, -0.49514)  -0.6240
C (0.97478, -1.93240, 1.67066)  0.4401
O (0.15341, -1.58600, 2.47710)  -0.5120
H (0.01583, -1.27520, -1.56603)  0.1964
H (-0.99125, -0.49688, -0.39761)  0.2290
H (-0.60699, -2.32161, -0.27174)  0.2156
H (1.13670, -0.11485, 0.72433)  0.2308
H (1.95794, -1.92147, -1.47604)  0.2043
H (2.76587, -2.40147, -0.05857)  0.2086
H (2.89106, -0.68430, -0.77539)  0.2205
H (1.80534, -2.62535, 1.94747)  0.1131
O (-1.30542, 2.65287, -1.71114)  -0.9414
H (-0.78242, 3.44816, -1.86291)  0.4735
H (-0.94409, 2.05223, -2.35541)  0.4698
O (-3.08024, 0.99481, 0.72269)  -0.9371
H (-3.27233, 0.87586, -0.22835)  0.4671
H (-2.94775, 1.96581, 0.71667)  0.4717
O (-0.12302, 2.71770, 1.24094)  -0.9593
H (-0.71849, 2.02060, 1.56216)  0.4857
H (0.07112, 2.59305, 0.32404)  0.4736

Forces on atoms 1 to 6 (eV/Å):
C 1.7 0.2 0.3
C 0.4 -1.1 -0.1
C -0.7 -0.6 -0.8
C -0.2 2.0 -0.4
O 0.0 -0.8 0.3
H -0.1 -0.2 0.0


Entry 4:
5 unconnected molecules or ions with the total composition C4H14O4. Source: OMol25; level of theory: ωB97M-V/def2-TZVPD.

⟨S²⟩ ... 0.79
Frontier orbital gap (spin up / spin down) ... 9.27 / 6.54 eV
Net charge ... +1
2S+1 ... 2

Each line ends with the natural charge from an NBO analysis.
Positions of all 22 atoms, in Å:
C (1.76608, 1.09905, -1.43690)  -0.0505
C (1.70313, -0.26289, -1.32409)  -0.2032
C (0.63816, -0.90604, -0.67144)  -0.1250
C (0.42703, -2.26995, -0.60943)  -0.0391
H (0.99269, 1.77250, -1.08095)  0.2157
H (2.55541, 1.58511, -1.99014)  0.2324
H (2.63421, -0.81477, -1.43999)  0.2513
H (-0.01518, -0.31465, -0.03370)  0.2272
H (-0.54657, -2.63116, -0.31467)  0.2410
H (1.13013, -2.99590, -1.00794)  0.2208
H (-2.02411, 2.01518, 1.70305)  0.4940
H (-2.37447, 0.68756, 1.09720)  0.4855
O (-2.04918, 1.56497, 0.84649)  -0.9606
H (-1.41756, 0.92375, -3.17877)  0.4757
H (-1.50071, 0.80937, -1.67538)  0.4589
O (-1.78113, 0.36221, -2.48395)  -0.9278
H (0.11497, -1.10640, 2.87274)  0.4766
H (0.67353, -2.58547, 2.63529)  0.4821
O (-0.10199, -2.03102, 2.73971)  -0.9463
H (-0.21444, 1.99211, 1.20053)  0.4764
H (0.73555, 0.94442, 1.68559)  0.4398
O (0.48377, 1.85620, 1.86643)  -0.9250

Forces on atoms 1 to 6 (eV/Å):
C -0.4 0.6 -0.5
C 0.9 -0.4 1.5
C 0.0 0.3 0.9
C 0.0 -0.2 -0.8
H -0.1 -0.2 0.0
H 0.3 -0.1 0.2


Entry 5:
A molecular structure, C4H15BINbO2P. Source: OMol25; level of theory: ωB97M-V/def2-TZVPD.

Frontier orbital gap ... 6.57 eV
Net charge ... -1

Each line ends with the natural charge from an NBO analysis.
Positions of all 25 atoms, in Å:
C (2.92473, 0.00792, 1.18171)  -0.6058
C (1.62172, -0.22116, 0.41684)  -0.7128
P (0.10958, 0.04999, 1.43765)  0.3744
C (0.28087, -1.38736, 2.59924)  -0.9364
Nb (-2.09515, 0.28011, 0.19072)  0.9749
I (-4.00227, 0.93796, 2.10716)  -0.3922
C (-1.03193, -0.35716, -1.63151)  -1.1820
B (-0.75537, 0.90304, -2.46161)  1.1413
O (-1.56724, 1.33587, -3.52482)  -0.9495
O (0.39929, 1.66537, -2.18806)  -0.9571
H (3.02400, 1.06788, 1.43281)  0.2041
H (3.80665, -0.29791, 0.60990)  0.1935
H (2.93585, -0.54715, 2.12607)  0.1941
H (1.57559, -1.23960, 0.00881)  0.1995
H (1.54955, 0.46762, -0.43041)  0.2568
H (1.11323, -2.03176, 2.29860)  0.2029
H (-0.64592, -1.96470, 2.58310)  0.2444
H (0.48231, -1.05192, 3.62015)  0.2139
H (-2.07573, -1.47300, 0.78602)  -0.3199
H (-3.27474, -0.22414, -1.07278)  -0.2171
H (-1.64488, 2.06950, -0.25662)  -0.3970
H (-0.10032, -0.81268, -1.29584)  0.2461
H (-1.68789, -1.07056, -2.12246)  0.2449
H (-1.14668, 1.30199, -4.38040)  0.4856
H (0.20476, 2.59183, -2.03430)  0.4935

Forces on atoms 1 to 6 (eV/Å):
C -0.1 0.0 0.2
C 0.0 0.2 -0.2
P -0.1 0.0 0.0
C 0.0 -0.1 0.0
Nb -0.8 0.1 -0.1
I 0.0 0.0 -0.2


Entry 6:
A molecular structure, C4H15LiO4. Source: OMol25; level of theory: ωB97M-V/def2-TZVPD.

Frontier orbital gap ... 6.26 eV

Each line ends with the natural charge from an NBO analysis.
Positions of all 24 atoms, in Å:
Li (0.18412, 0.10793, -0.06934)  0.8883
C (2.91878, 0.41215, 0.44107)  -0.2271
O (2.13348, -0.44781, -0.31625)  -1.0492
H (3.69467, -0.12127, 0.99022)  0.1230
H (3.43994, 1.07702, -0.24773)  0.1251
H (2.30493, 0.98184, 1.13874)  0.0882
C (-0.15511, -0.78150, 2.48247)  -0.2745
O (-0.59679, 0.37730, 1.76048)  -0.7550
H (-0.39547, -1.61705, 1.82506)  0.1844
H (0.92029, -0.87893, 2.63118)  0.1984
H (-0.58146, -0.90040, 3.47855)  0.1749
H (-0.79274, 1.01971, 2.44643)  0.4859
C (-1.00744, -2.55492, -1.10539)  -0.2528
O (-1.24670, -1.17091, -0.99105)  -0.7584
H (0.01697, -2.87466, -0.91446)  0.2204
H (-1.70138, -3.02679, -0.40977)  0.1615
H (-1.28378, -2.84918, -2.11788)  0.1688
H (-2.07375, -0.97385, -1.43686)  0.4805
C (-1.22030, 2.28027, -1.79716)  -0.2544
O (-0.17471, 2.08013, -0.89481)  -0.7273
H (-1.31601, 1.33462, -2.33071)  0.1809
H (-2.18637, 2.58639, -1.39577)  0.1632
H (-0.98319, 2.99528, -2.58498)  0.1726
H (0.10200, 2.94452, -0.58194)  0.4825

Forces on atoms 1 to 6 (eV/Å):
Li 1.1 -0.1 -0.5
C -0.6 -1.0 -1.3
O -1.5 0.0 0.4
H 0.3 -0.1 0.5
H 0.3 0.7 0.1
H 0.1 0.7 0.6


Number 1: strongest force on any atom 0.076 hartree/bohr. Number 2: strongest force on any atom 0.087 hartree/bohr. Number 3: strongest force on any atom 0.040 hartree/bohr. Number 4: strongest force on any atom 0.034 hartree/bohr. Number 5: strongest force on any atom 0.015 hartree/bohr. Number 6: strongest force on any atom 0.035 hartree/bohr.